# C39H51B3ClF4N14S3Y

A molecular structure, C39H51B3ClF4N14S3Y (ωB97M-V/def2-TZVPD, the Open Molecules 2025 dataset).

```
116
Properties=species:S:1:pos:R:3:forces:R:3
C -3.271672 4.218506 0.043674 0.00 0.02 0.01
H -2.678160 5.510996 -2.356431 0.00 -0.01 0.01
H -5.241346 2.474011 2.641377 0.01 -0.02 0.01
F 3.315577 -4.130440 -2.192515 0.04 -0.09 -0.02
H -1.272498 4.531608 -2.774492 0.00 0.01 0.01
S -1.247515 -2.532189 -0.374301 -0.03 -0.04 0.10
N -1.302837 -1.347382 1.722198 0.07 0.00 0.02
C -4.936212 1.669658 3.315788 -0.04 0.03 -0.01
C 1.908564 1.713334 -3.013762 0.00 -0.05 0.01
C 8.628557 0.455404 -3.888555 0.03 0.00 0.00
N 6.818520 1.755601 -3.539466 -0.02 0.01 0.02
C -0.842542 0.390242 5.302851 0.00 0.00 0.00
H -0.225115 0.976056 4.621045 -0.01 0.00 0.01
C -1.026500 -2.588281 1.347767 0.07 0.09 -0.10
C -5.063879 -0.023329 1.518110 0.07 -0.02 0.01
H 4.895532 2.867684 -3.603651 0.03 0.00 0.00
C -1.380143 -1.870681 6.218045 0.01 -0.01 0.00
C -3.913627 -0.612815 -0.879387 0.16 -0.05 -0.07
N 3.971140 1.068713 -3.042435 -0.06 0.10 0.07
H -4.056181 -0.847756 3.916171 0.00 0.00 -0.01
C 3.969558 2.373345 -3.374550 0.00 -0.09 -0.05
H -1.887219 0.561116 5.039695 0.01 0.00 0.00
H -4.273319 3.720936 -2.468941 0.01 0.00 0.00
H 8.634862 2.702378 -3.882880 -0.01 -0.01 0.00
C -5.142887 -0.759564 3.892571 0.00 -0.01 -0.01
N 3.416478 -1.733726 -4.081057 0.17 -0.08 0.19
S -3.136457 -0.932683 -2.383399 -0.13 -0.02 0.06
C 5.957310 -1.368489 0.280661 0.01 0.01 0.04
C -6.109038 -0.452426 -2.117262 0.00 0.02 -0.01
C 0.763383 2.160622 -0.028810 -0.08 -0.01 -0.01
H 4.521704 -2.653840 -7.023000 -0.02 0.00 0.01
H -1.219649 -1.502644 7.232392 0.00 0.00 -0.01
H -5.493515 -0.510006 4.895292 0.00 0.01 -0.01
B 5.064383 -0.030011 -3.102107 0.23 -0.02 -0.03
N 2.693366 0.659597 -2.804616 0.06 -0.08 0.08
H -2.587279 4.712038 0.737734 -0.01 0.00 -0.02
F 1.608392 -5.652769 -1.700708 0.01 0.08 -0.02
C -0.133946 3.085974 -0.458946 0.01 0.00 0.02
C -1.894018 4.875396 -1.944240 0.02 0.00 -0.01
S 1.407869 -0.430478 0.511433 0.01 -0.17 -0.03
H 0.633917 -4.906064 1.182120 0.01 0.00 -0.01
H -2.435761 -1.738043 5.971732 0.01 -0.01 0.00
C -0.553357 -3.524603 2.280999 0.00 -0.01 0.02
H 2.390937 -3.055115 -5.325554 0.02 -0.02 -0.03
C 7.538905 -0.347768 -3.685029 -0.03 -0.03 0.02
H -4.036516 4.940380 -0.248960 0.01 -0.01 0.00
N 5.204446 -0.697607 -1.691438 0.02 -0.01 -0.01
F 1.245000 -3.730104 -2.989870 0.05 0.16 0.10
C 6.267052 -0.667507 -0.867771 -0.04 0.04 -0.02
H -0.678199 0.754396 6.317919 0.00 -0.01 -0.01
C 3.266366 -2.437908 -5.199815 0.01 -0.01 0.08
H 1.641651 -0.774874 4.903191 -0.01 0.00 0.01
B -1.691807 -0.753141 0.352942 -0.22 0.04 -0.11
H -1.159334 -2.939823 6.216006 0.00 0.01 0.00
Y 2.101045 -1.605397 -2.126912 -0.71 0.01 -0.07
H -1.051393 -5.366746 1.322069 0.00 0.01 0.02
C -2.532985 3.701262 -1.199104 0.01 -0.02 0.01
C -0.217836 -4.917494 1.864880 -0.01 -0.03 0.01
H 0.841408 1.597780 -2.917946 0.00 0.04 0.00
N 4.597768 -1.073904 -4.174116 0.00 0.02 -0.05
Cl -0.319318 -0.865105 -2.937136 0.17 0.19 -0.09
H -0.016990 -3.631852 4.330341 -0.01 -0.01 -0.02
C 0.989118 -1.276493 5.620667 0.02 -0.01 0.00
H -7.444712 1.273609 2.275162 0.00 -0.01 0.01
C -0.397571 -3.000913 3.536255 -0.02 -0.01 0.03
H -3.024985 2.584497 -3.005075 0.00 0.00 0.01
H -6.931298 0.091263 0.431162 0.01 0.01 -0.02
H -5.671588 0.196977 -2.879599 -0.02 0.00 0.01
H 6.097539 -0.907254 -5.652005 -0.02 -0.01 -0.01
H -1.286533 5.501245 -1.288587 -0.01 -0.01 -0.01
C 5.163609 -1.355861 -5.362738 -0.03 0.05 0.01
H 2.324011 3.819205 -3.603792 -0.01 -0.02 0.01
N -3.778591 -0.254282 1.442105 -0.02 0.01 0.09
B 1.975187 -4.382294 -1.932372 0.07 -0.09 0.05
H 1.276556 -2.328541 5.669597 0.00 0.02 -0.01
H 6.592357 -1.538110 1.131959 -0.02 0.00 -0.01
H 2.348580 3.577758 0.151314 0.00 -0.01 -0.01
C -0.700872 -1.642164 3.839979 0.02 -0.04 0.01
C 4.650740 -1.802194 0.081038 -0.03 0.03 -0.08
N -1.017203 0.579449 -0.026870 0.25 -0.05 -0.02
N 6.455917 0.452004 -3.486148 -0.07 0.03 -0.03
H -5.255840 1.937750 4.324220 0.01 0.00 -0.01
H 7.453894 -1.422781 -3.653121 0.00 0.02 0.00
H -7.139394 -0.148872 -1.945699 0.00 0.00 0.01
N -1.883916 1.502627 -0.480089 -0.09 0.06 0.07
C -3.526900 3.000751 -2.129475 -0.01 0.00 -0.01
C -5.867772 -0.092176 0.360804 -0.04 0.01 -0.04
H 2.855065 1.971082 -0.413478 0.00 0.00 0.01
H 9.641521 0.147427 -4.081597 -0.01 0.01 0.00
C 2.665649 2.826904 -3.365164 0.02 0.04 -0.02
F 1.680665 -3.502582 -0.781845 0.06 0.02 0.07
C 8.114612 1.762514 -3.786504 -0.01 0.01 0.01
H 7.169666 -0.151598 -1.147238 0.00 -0.01 0.02
H 1.167016 -0.842395 6.605422 0.00 -0.01 -0.01
H 4.009394 -2.388351 0.721012 0.03 0.00 0.01
H 0.180631 4.109810 -0.607831 0.01 -0.01 0.00
C 2.185924 2.506937 0.261883 0.02 -0.01 0.00
N -3.232667 -0.563345 0.270477 -0.10 0.02 -0.14
C -5.314452 -0.380171 -0.853646 -0.05 0.00 0.07
C -0.486587 -1.094498 5.240447 -0.04 0.01 0.00
H 0.021582 -5.541233 2.723559 0.01 0.01 -0.01
C -7.097160 0.468789 2.926768 -0.02 -0.01 -0.01
H -6.109192 -1.468722 -2.517272 0.02 0.01 0.01
H 2.449689 2.196855 1.273779 0.00 0.01 0.00
N -1.159665 -0.822762 2.924462 0.01 0.03 0.02
H -5.565208 -1.728539 3.617318 0.01 0.01 0.00
H -3.754813 3.393448 0.570580 -0.01 -0.01 0.00
H -7.423596 0.708166 3.938788 0.01 0.00 0.00
H -7.591586 -0.460033 2.632979 0.00 0.01 0.00
N 4.203876 -1.388094 -1.103428 0.05 -0.03 -0.08
C -5.576095 0.334740 2.907889 0.03 0.00 0.00
H -4.041553 2.188743 -1.616150 0.00 0.00 0.01
H -3.848276 1.598295 3.300663 0.01 -0.01 0.00
C 4.350787 -2.232766 -6.048371 -0.03 0.00 -0.05
C 0.304338 0.808303 0.128815 0.13 0.07 -0.04
C -1.474539 2.713404 -0.720859 -0.03 -0.06 -0.01
```
Positions in Å, forces in eV/Å.

The calculation puts the energy above the lowest of the compared OMol25 structures with the same formula, charge and spin at 0.0000 eV. The energy comes out at -121114.1503 eV. Its LUMO energy (spin up / spin down) is -0.1116 / -0.1852 hartree. The charge is +1. The value obtained for the HOMO-LUMO gap (spin up / spin down) is 7.845 / 5.836 eV. The multiplicity is 2.

# C10H11BS3

A molecular structure, C10H11BS3 in a non-equilibrium geometry (ωB97M-V/def2-TZVPD, the Open Molecules 2025 dataset).

```
25
Properties=species:S:1:pos:R:3:forces:R:3
C -2.341636 3.100120 -0.106097 -0.33 -0.24 0.44
B 1.339558 -0.884617 -0.049405 -4.38 0.09 0.09
C 3.803703 -0.106952 -1.219645 0.32 1.02 0.09
C -0.901006 -2.698471 0.166315 -1.99 0.33 0.72
C -0.971677 3.244144 -0.038001 -1.56 -0.84 -0.23
C 1.769387 -0.636683 1.432171 -2.97 0.89 -1.75
H -0.379896 4.041147 0.304743 0.51 1.05 -0.01
H 1.170665 0.116019 1.962062 0.07 0.01 -0.50
H -3.797800 1.456503 -0.299324 1.51 0.25 -0.02
H 4.075169 0.753514 -1.923505 -0.39 -1.28 1.09
S -0.203105 1.741722 -0.331830 0.15 0.06 0.18
S 2.116111 -0.680530 -1.606291 0.26 -0.40 -0.26
H -3.234174 3.726080 0.082503 1.37 0.49 -0.08
C -0.594591 -1.376502 -0.201613 3.78 1.56 -0.17
H 1.562531 -1.514842 1.930658 -0.02 -2.17 1.35
H 3.754381 0.234941 -0.173333 0.32 0.24 -0.61
H 2.737695 -0.379375 1.409577 3.69 0.79 0.74
C -2.288711 -2.851187 0.253333 1.14 0.85 -1.07
C -1.663169 -0.554575 -0.429577 -0.57 -2.20 -0.11
H 4.569216 -0.894556 -1.249929 -0.42 0.15 -0.33
S -3.210566 -1.454380 -0.371564 2.44 -0.82 1.13
H -2.844803 -3.671592 0.608922 -0.45 -0.95 0.15
C -1.684872 0.843125 -0.410717 0.35 2.86 -0.26
C -2.704084 1.754730 -0.298660 -1.94 -1.36 -0.29
H -0.078330 -3.307775 0.559199 -0.90 -0.39 -0.29
```
Positions in Å, forces in eV/Å.

The calculation puts the energy above the lowest of the compared OMol25 structures with the same formula, charge and spin at 0.4115 eV. The energy comes out at -43728.7815 eV. Its LUMO energy is 0.0125 hartree. The value obtained for the HOMO-LUMO gap is 7.760 eV. The multiplicity is 1.

# C23H29NO7S

A molecular structure, C23H29NO7S in a non-equilibrium geometry (ωB97M-V/def2-TZVPD, the Open Molecules 2025 dataset).

```
61
Properties=species:S:1:pos:R:3:forces:R:3
O -1.499277 -1.546607 1.974741 -0.51 -3.42 1.79
H 1.426460 -3.396734 0.860783 -0.33 -0.73 -1.93
H -2.156030 -4.807727 2.986931 0.02 -3.27 0.64
H 1.619308 3.367866 -0.709376 -0.05 -0.90 -0.26
H -1.951210 2.788023 1.906859 -0.91 -0.75 3.31
O 5.039975 -1.024929 -0.029068 -4.28 5.72 3.49
C -1.542266 3.028461 1.021931 2.84 0.12 -6.13
C -0.769532 -0.356830 -2.054171 -0.23 0.91 0.93
H -2.951593 -0.396315 -1.848386 1.54 1.91 0.02
C -2.104787 0.250532 -2.347082 -4.77 -6.84 -5.54
H -0.839760 -0.124463 -0.819327 1.79 -1.36 -3.17
N -1.756095 2.063586 -1.154724 12.35 0.40 -12.15
C 0.236799 1.401612 1.175735 1.60 -0.60 -2.78
O 2.945491 -0.937068 0.758985 1.42 -0.33 1.89
C 3.738856 1.159444 0.164200 6.42 2.57 -1.38
H 1.475942 -1.598493 -3.311173 1.32 2.01 2.02
H -0.718502 2.480590 -1.290280 -2.85 -1.88 0.77
H 5.181867 2.626299 0.263652 1.34 3.76 3.90
C 1.293443 -2.762138 1.681135 -7.63 -1.95 0.49
C -2.319976 2.316910 -0.149773 -0.88 4.75 8.72
O -3.474679 2.410701 -0.189917 -8.44 -0.11 2.40
H -0.768255 -1.439407 -2.514088 0.17 1.96 1.74
H -0.729793 -3.259809 -0.086703 4.66 3.32 -4.37
C 0.014500 -3.580743 2.653204 5.62 4.00 0.42
C 1.784528 -0.418292 1.142154 -1.78 -2.21 -2.46
H 0.201789 -2.967590 3.802815 -0.63 -2.75 -3.26
C 2.290824 3.119599 0.103100 5.85 1.41 -3.72
H 1.959548 3.611454 0.877809 -1.93 2.80 4.14
C -0.723328 0.578922 1.425247 -3.43 -6.27 3.52
C 5.059844 2.118631 -0.556516 -1.26 -9.99 8.70
H -2.578770 -3.351409 0.195707 3.81 -0.28 0.97
H -1.629983 4.124490 0.714319 0.52 -1.47 0.86
O -0.102885 2.587809 0.754356 -1.69 4.72 1.13
C 1.556331 0.855754 0.742774 -2.98 2.02 4.52
H 2.136034 -2.947882 2.144865 4.33 0.51 2.96
H -4.768890 3.654379 -2.466268 0.06 0.83 -0.27
C 2.615473 1.734672 0.536495 -1.52 0.69 -3.40
C 4.069317 -0.160102 0.487020 2.89 -7.46 -5.46
C -1.343719 -3.548671 0.576119 -9.49 -1.26 4.64
H -2.459537 -0.326139 -3.511890 1.06 2.00 2.63
O -3.835994 3.396757 -2.626883 -1.76 9.92 -0.87
H 2.736546 -0.201859 -2.978866 -0.44 -1.01 0.84
C -2.288853 -3.818247 3.131732 0.06 6.48 -2.04
S 0.595035 0.550070 -3.096290 -2.24 -0.25 2.20
H -2.202595 -3.200709 4.041173 1.10 -1.39 0.32
H -1.896225 1.996232 -3.272206 3.51 2.97 -4.71
H 3.372713 3.803952 -0.190537 -3.18 -2.28 0.85
O -4.828957 1.389280 -2.422264 2.82 3.82 -0.56
H 4.805081 2.514333 -1.314235 -3.37 5.31 -9.96
H 5.779270 1.368952 -0.595721 1.52 -1.03 -0.64
C -1.255603 -3.174901 2.069299 -1.75 1.48 -0.29
H 1.744853 -0.937804 -1.656165 0.07 -1.08 4.96
C -2.333433 1.675822 -2.482279 -4.62 -1.64 7.50
C 1.783218 -0.646331 -2.587779 0.76 -0.78 -8.28
H -1.284605 -4.579701 0.501235 0.00 -2.47 0.11
C -3.866452 2.230726 -2.485241 0.12 -15.51 1.15
H -1.844500 0.640394 1.606946 1.72 0.80 -0.39
H 0.290471 -4.641053 2.414660 -0.67 0.82 1.29
C -0.398384 -0.860420 1.720323 -4.38 2.29 -0.88
H -3.239183 -3.392799 2.903587 -1.38 -0.70 -0.98
C 0.710133 -1.441081 1.407317 8.06 1.66 0.07
```
Positions in Å, forces in eV/Å.

The calculation puts the energy above the lowest of the compared OMol25 structures with the same formula, charge and spin at 19.6359 eV. The energy comes out at -50961.9874 eV. Its LUMO energy is -0.0061 hartree. The value obtained for the HOMO-LUMO gap is 8.050 eV. The multiplicity is 1.

# C5H12O2

A single C5H12O2 molecule in a non-equilibrium geometry (ωB97M-V/def2-TZVPD, the Open Molecules 2025 dataset).

```
19
Properties=species:S:1:pos:R:3:forces:R:3
H -2.955783 1.454532 -0.398732 -0.01 -0.10 0.10
H 2.292851 1.756047 -0.414266 0.31 -0.33 -0.08
H -3.567814 1.154709 1.252310 0.04 -0.08 -0.16
C 2.438239 -0.419221 -0.805736 -1.86 -1.35 0.42
C -3.101894 0.689146 0.379632 -0.27 0.12 -0.07
C 0.134271 -0.974918 0.391189 0.42 1.50 0.85
H -0.042448 -1.636809 1.256472 0.02 -0.34 -0.62
H 3.229538 -1.142059 -0.613974 -0.14 0.16 -0.14
C -1.164986 -0.478968 -0.241841 0.25 -0.19 -0.21
H 0.489030 -0.025644 0.936715 -1.09 -1.49 -0.33
O 1.100251 -1.422716 -0.501325 1.58 1.37 -0.19
H 2.290442 -0.226603 -1.868797 0.11 -0.07 0.25
O -1.880666 0.144168 0.799787 0.03 -0.02 0.02
C 2.453911 0.788611 0.073366 -1.34 -0.23 0.85
H -1.772604 -1.270915 -0.709576 0.19 0.01 0.12
H -3.776483 -0.084520 -0.019325 0.10 0.10 0.06
H -0.900623 0.246889 -1.031540 -0.11 -0.08 0.09
H 1.499679 0.615832 0.676988 1.69 1.08 -0.52
H 3.235094 0.832445 0.838650 0.08 -0.06 -0.47
```
Positions in Å, forces in eV/Å.

The calculation puts the energy above the lowest of the compared OMol25 structures with the same formula, charge and spin at 3.2299 eV. The energy comes out at -9471.9058 eV. Its LUMO energy is 0.0389 hartree. The value obtained for the HOMO-LUMO gap is 10.680 eV. The multiplicity is 1.